Density functional theory data (the ωB97M-V functional and the def2-TZVPD basis) for C52H40AsF4N8O3SSc as an isolated structure in a non-equilibrium geometry.

Structure (XYZ):
```
110
Properties=species:S:1:pos:R:3:forces:R:3
Sc 1.1549 -0.1262 0.5410 0.8217 -0.5040 -0.1940
O -1.1671 -1.1054 1.5143 -0.3422 0.1748 -0.0409
C -2.0838 -1.4765 0.4499 0.1638 0.1645 -0.5038
C -1.2755 -1.2275 -0.8560 -0.4521 -0.5554 0.3750
O -1.5705 -1.7601 -1.8899 0.1714 0.0917 0.0168
O -0.2630 -0.4124 -0.6798 -0.3914 -0.0352 -0.5985
C -3.3419 -0.6147 0.4167 0.0423 0.1374 0.2200
C -4.3402 -0.8332 1.3687 0.1093 0.0278 -0.0471
C -5.5459 -0.1544 1.2923 -0.0088 0.0062 0.1032
C -5.7719 0.7500 0.2610 0.0031 0.0113 -0.0363
C -4.7749 0.9882 -0.6745 -0.0528 0.1783 0.0664
C -3.5593 0.3220 -0.5894 0.0702 -0.0837 0.0176
C -2.4419 -2.9453 0.5592 0.1489 -0.1817 0.0151
C -1.7247 -3.8021 1.3885 -0.0354 0.0973 -0.0152
C -2.0639 -5.1459 1.4712 0.0172 -0.1030 0.0473
C -3.1087 -5.6482 0.7134 0.0306 0.0001 0.0249
C -3.8090 -4.8015 -0.1370 0.0044 -0.0008 -0.0170
C -3.4797 -3.4593 -0.2150 0.0028 -0.0258 0.0154
H -1.5158 -1.5308 2.3097 0.1417 0.0437 0.0645
H -4.1973 -1.5850 2.1378 -0.0228 -0.0111 -0.0049
H -6.3270 -0.3663 2.0120 0.0203 0.0351 -0.0042
H -6.7351 1.2384 0.1709 0.0598 0.0080 0.0118
H -4.9455 1.6805 -1.4890 -0.0068 0.0050 0.0021
H -2.8091 0.5010 -1.3525 -0.0321 0.0320 -0.0126
H -0.8882 -3.4312 1.9719 0.0103 -0.0731 -0.0067
H -1.5111 -5.7997 2.1345 -0.0173 0.0024 0.0032
H -3.3801 -6.6926 0.7879 0.0026 -0.0023 -0.0167
H -4.6205 -5.1893 -0.7379 -0.0001 0.0056 -0.0027
H -4.0293 -2.8084 -0.8816 -0.0033 0.0084 0.0108
C 0.7837 -4.3566 -0.8648 -0.0028 -0.0217 -0.0520
N 1.8203 -4.3452 0.1605 -0.0918 0.1387 0.0993
C 2.5099 -5.6198 0.3269 0.0832 -0.1087 0.0381
C 2.2677 -3.1974 0.7065 0.2580 -0.3255 -0.0598
N 2.0614 -2.0210 0.1026 -0.2774 0.4750 -0.0761
N 2.9783 -3.2623 1.8498 -0.0774 0.2293 0.0388
C 2.7175 -4.2313 2.9050 0.0214 -0.0904 0.0879
C 3.9851 -2.2628 2.1823 0.0136 -0.0695 -0.0849
H 1.2157 -4.4375 -1.8663 0.0257 0.0330 0.0177
H 0.1605 -3.4697 -0.8098 -0.0252 -0.0440 0.0246
H 0.1427 -5.2212 -0.6987 -0.0253 -0.0032 -0.0145
H 2.6832 -6.0541 -0.6582 -0.0321 0.0313 -0.0120
H 1.9205 -6.3276 0.9119 -0.0093 0.0248 -0.0028
H 3.4749 -5.4758 0.8025 -0.0082 0.0170 -0.0080
H 1.7986 -2.1995 -0.8638 0.0399 0.0473 -0.0433
H 1.8088 -4.7932 2.7106 -0.0145 0.0278 -0.0634
H 2.5955 -3.6986 3.8501 -0.0177 0.0295 -0.0251
H 3.5513 -4.9263 3.0202 -0.0323 -0.0192 0.0068
H 4.3492 -1.7917 1.2737 0.0115 0.0114 0.0076
H 4.8127 -2.7735 2.6750 0.0309 0.0241 -0.0432
H 3.6047 -1.4991 2.8591 -0.0308 0.0221 0.0334
C 4.8363 0.3370 -5.2052 -0.0067 0.0221 -0.0111
C 3.9950 -0.6310 -4.6740 0.0326 -0.0201 -0.0307
C 3.0893 -0.2848 -3.6843 -0.0777 0.0498 0.1454
C 3.0098 1.0318 -3.2349 -0.0211 -0.2700 0.3627
C 3.8354 2.0036 -3.7839 -0.0953 0.0951 0.1203
C 4.7485 1.6507 -4.7679 0.0369 -0.0278 -0.0474
As 1.6885 1.4125 -1.8380 0.0306 0.7446 -1.1531
C 0.1141 1.6866 -2.9353 -0.1211 0.0579 0.1316
C -0.6069 0.7208 -3.6126 -0.0391 -0.0605 0.0668
C -1.7440 1.0918 -4.3193 0.0361 0.0114 0.0173
C -2.1409 2.4229 -4.3462 -0.0551 -0.0292 -0.0168
C -1.4088 3.3948 -3.6807 0.1009 0.0415 0.0693
C -0.2663 3.0361 -2.9714 -0.0892 -0.3316 -0.0459
C 0.6430 3.9517 -2.2642 0.1743 0.0411 0.1441
C 0.4872 5.3301 -2.1519 -0.0113 -0.0715 -0.0167
C 1.4468 6.0853 -1.4952 0.0077 0.0136 0.0281
C 2.5789 5.4824 -0.9616 -0.0029 0.0246 0.0324
C 2.7343 4.1059 -1.0491 0.0809 -0.1184 0.0368
C 1.7690 3.3431 -1.6876 -0.0949 0.0428 0.2625
H 5.5575 0.0690 -5.9656 -0.0238 0.0004 -0.0193
H 4.0464 -1.6496 -5.0353 -0.0053 -0.0069 0.0236
H 2.4227 -1.0354 -3.2686 0.0427 -0.0522 -0.0441
H 3.7594 3.0343 -3.4603 0.0303 -0.0061 0.0069
H 5.3907 2.4064 -5.2004 -0.0027 0.0106 0.0147
H -0.3086 -0.3178 -3.5810 -0.0318 -0.0313 -0.0003
H -2.3212 0.3404 -4.8414 0.0176 0.0068 -0.0341
H -3.0253 2.7060 -4.9018 0.0033 0.0151 0.0074
H -1.7249 4.4290 -3.7252 0.0002 0.0049 -0.0115
H -0.3804 5.8154 -2.5793 0.0064 0.0164 -0.0057
H 1.3175 7.1551 -1.3977 -0.0024 0.0023 -0.0596
H 3.3335 6.0885 -0.4776 0.0146 -0.0196 0.0021
H 3.6220 3.6323 -0.6432 -0.0254 0.0411 0.0043
F -2.6264 1.3046 5.6867 -0.0075 -0.0662 0.1230
C -2.4664 1.7667 4.4637 -0.3815 0.3480 -0.0932
C -3.4057 2.5896 3.9420 0.3359 -0.3885 0.3835
F -4.4368 2.9113 4.6804 -0.1554 0.0253 0.0382
C -3.2822 3.1614 2.6270 -0.7945 0.6012 -0.3410
C -2.1271 2.7444 1.8831 0.6537 -0.2900 0.0731
C -1.2327 1.8783 2.3975 -0.4441 0.2462 -0.2480
F -0.1795 1.5765 1.6029 0.3769 0.1315 -0.0369
C -1.3077 1.3583 3.7273 0.6845 -0.6640 0.3902
C -0.3418 0.5212 4.2913 -0.9219 0.7491 -0.0545
C 0.6495 -0.0184 3.4641 0.4762 -0.2592 -0.4345
N 1.3824 -0.4643 2.6930 -0.0868 -0.0209 0.8483
C -0.2776 0.1339 5.6608 -0.0066 -0.1206 0.2280
N -0.1337 -0.2078 6.7488 -0.0041 0.0070 -0.0906
F -1.8978 3.2312 0.6905 -0.1143 0.0292 -0.2332
C -4.1944 4.0551 2.1209 0.4937 -0.4224 0.3136
C -3.9936 4.7578 0.8983 0.0355 0.1090 -0.3716
N -3.8515 5.3781 -0.0587 -0.0310 -0.0644 0.0397
C -5.4089 4.3949 2.7808 -0.3177 0.0938 0.1506
N -6.4222 4.6884 3.2378 0.0910 -0.0186 -0.0406
S 4.9115 2.7539 1.7984 -0.1603 -0.1684 -0.0511
C 5.2993 1.6463 0.5536 0.0026 0.0633 0.0423
C 4.2243 0.8769 0.2617 0.0532 0.0027 -0.0373
N 3.0957 1.1531 1.0075 -0.0515 -0.0864 -0.0148
C 3.3337 2.1257 1.8514 0.1055 0.1085 0.1075
H 6.2762 1.6233 0.0991 -0.0005 -0.0273 0.0167
H 4.1966 0.0968 -0.4861 -0.0037 0.0282 -0.0185
H 2.6023 2.5180 2.5432 -0.0313 -0.0257 -0.0310
```
Forces are in eV/Å.

Calculated values
Total charge = +2
Max |F| = 1.37 eV/Å
Molecular weight = 1052.88 g/mol
Electronic energy = -6463.031823 Eh
HOMO-LUMO gap (spin up / spin down) = 4.22 / 4.26 eV

=====

Density functional theory data (the ωB97M-V functional and the def2-TZVPD basis) for C52H40CoN5O2S2Te as an isolated structure in a non-equilibrium geometry.

Structure (XYZ):
```
103
Properties=species:S:1:pos:R:3:forces:R:3
Co -0.1248 -0.4181 -1.4388 1.0654 -1.3019 -0.7247
S -1.3168 -6.0417 -0.8189 0.0452 0.0524 0.0041
C -2.0808 -7.5620 -0.6903 0.0220 -0.0129 0.0101
C -3.4350 -7.4440 -0.6665 -0.0359 0.0523 -0.0053
C -3.8593 -6.0920 -0.7606 -0.1505 -0.1073 0.0064
C -2.8251 -5.2064 -0.8515 0.1077 0.1367 -0.0227
C -2.8993 -3.7416 -0.9611 0.0950 -0.1281 -0.0104
C -1.7550 -2.9735 -1.2534 0.0435 -0.0646 -0.0986
N -1.7689 -1.6662 -1.3679 -0.0930 0.2992 0.2681
C -2.9250 -1.0024 -1.1691 0.1193 0.0167 -0.0259
C -4.1176 -1.6606 -0.8749 -0.1467 -0.0129 0.0012
C -5.3117 -0.8827 -0.6681 0.0274 -0.0858 0.0147
C -5.2803 0.4618 -0.7381 0.0156 0.0788 -0.0227
C -4.0530 1.1636 -1.0144 -0.1619 0.0257 0.0514
C -3.9615 2.5604 -1.0438 -0.1402 0.0048 0.0387
C -2.7544 3.1750 -1.2894 0.1066 0.1240 -0.0276
C -1.6454 2.3322 -1.5099 -0.0198 0.0686 -0.0195
N -1.6989 1.0177 -1.4807 0.0856 0.2116 0.1338
C -2.8882 0.4311 -1.2326 0.0845 -0.0827 0.0190
C -2.6061 4.6374 -1.3140 0.0725 -0.1396 -0.0038
C -3.5937 5.5799 -1.2546 -0.1298 0.0895 -0.0048
C -3.0998 6.9093 -1.2898 -0.0558 -0.0490 0.0134
C -1.7424 6.9510 -1.3745 0.0345 0.0155 -0.0066
S -1.0588 5.3907 -1.4112 0.0519 -0.0560 0.0174
C -4.0796 -3.0564 -0.7760 -0.1518 -0.0046 0.0679
H -1.4858 -8.4595 -0.6314 -0.0264 0.0160 -0.0027
H -4.1078 -8.2856 -0.5864 0.0205 0.0280 -0.0048
H -4.9007 -5.7993 -0.7671 0.0433 -0.0201 -0.0105
H -0.7933 -3.4553 -1.3973 -0.0165 -0.0002 0.0181
H -6.2364 -1.4009 -0.4450 0.0294 -0.0012 -0.0094
H -6.1811 1.0411 -0.5769 0.0276 0.0027 0.0061
H -4.8502 3.1503 -0.8542 0.0149 -0.0252 0.0038
H -0.6785 2.7719 -1.7289 0.0361 0.0291 0.0531
H -4.6473 5.3414 -1.1954 0.0466 0.0215 -0.0051
H -3.7251 7.7895 -1.2516 0.0169 -0.0286 -0.0091
H -1.1015 7.8175 -1.4170 -0.0299 -0.0140 0.0054
H -4.9884 -3.5908 -0.5261 0.0122 0.0271 -0.0099
C 3.8018 -0.6984 4.4596 -0.0604 -0.0034 -0.0701
C 2.7744 -0.6358 3.3536 0.1041 -0.0007 0.0035
C 1.4049 -0.6000 3.6289 -0.0747 0.0944 0.0995
C 0.4494 -0.5534 2.6316 -0.0234 -0.0373 0.1516
C -1.0026 -0.3918 2.9643 -0.0552 -0.0801 0.0401
O -1.7081 0.3800 2.3478 0.0468 0.0733 -0.0441
C -1.5817 -1.1735 4.1078 0.0766 0.0321 -0.0292
C -2.6887 -0.6463 4.7683 -0.0408 0.0171 0.0187
C -3.2793 -1.3425 5.8095 0.0182 -0.0048 -0.0220
C -2.7775 -2.5829 6.1870 0.0120 0.0094 -0.0187
C -1.6851 -3.1213 5.5221 0.0050 0.0092 0.0031
C -1.0826 -2.4144 4.4905 0.0451 -0.0560 -0.0305
C 0.8505 -0.5761 1.2734 -0.0814 -0.0718 -0.2729
O -0.0541 -0.7334 0.3659 -0.5628 0.2732 0.2266
C 2.2290 -0.5192 0.9728 0.1560 0.0993 -0.1160
C 3.1553 -0.5867 2.0291 0.0878 -0.0152 0.0438
C 2.6907 -0.2892 -0.3901 0.0521 0.0605 0.0527
N 1.8977 -0.0931 -1.4030 -0.5016 0.5449 -0.0579
C 2.4583 0.4163 -2.6690 0.0455 -0.0016 0.0254
C 1.7492 1.6926 -3.1270 -0.0199 -0.0310 0.2034
Te 2.6333 3.5959 -2.6648 0.0983 0.0058 -0.0902
C 2.6814 3.6406 -0.5581 -0.0282 -0.0631 -0.0243
C 3.6817 4.4192 0.0206 -0.0199 0.0241 0.0164
C 3.7479 4.5580 1.4008 0.0047 -0.0250 -0.0351
C 2.8266 3.9095 2.2124 -0.0098 -0.0201 0.0048
C 1.8346 3.1277 1.6375 0.0427 -0.0321 -0.0362
C 1.7592 2.9956 0.2561 0.0212 -0.0083 0.0705
C 4.1746 -0.2200 -0.5928 -0.0283 -0.0311 0.0073
C 4.8316 -1.2944 -1.1809 0.0093 -0.0548 0.0026
C 6.2015 -1.2405 -1.3949 0.0072 0.0200 0.0134
C 6.9169 -0.1075 -1.0306 -0.0235 0.0005 -0.0044
C 6.2608 0.9646 -0.4408 -0.0183 -0.0179 0.0044
C 4.8931 0.9068 -0.2130 0.0121 0.0571 0.0231
H 3.3242 -0.8204 5.4317 0.0018 0.0051 -0.0217
H 4.4065 0.2102 4.4970 -0.0299 -0.0112 -0.0088
H 4.4836 -1.5387 4.3162 -0.0159 0.0152 0.0027
H 1.0799 -0.5796 4.6653 -0.0080 -0.0485 -0.0406
H -3.0710 0.3151 4.4506 -0.0007 -0.0106 0.0078
H -4.1313 -0.9216 6.3273 0.0096 -0.0018 0.0022
H -3.2383 -3.1293 7.0002 0.0017 0.0072 -0.0122
H -1.2984 -4.0904 5.8095 -0.0063 0.0042 -0.0048
H -0.2338 -2.8408 3.9687 -0.0059 0.0360 0.0196
H 4.2141 -0.5952 1.8005 -0.0350 0.0175 -0.0105
H 2.3263 -0.3554 -3.4270 0.0124 0.0150 -0.0521
H 3.5236 0.6098 -2.5937 0.0634 -0.0571 0.0347
H 0.7175 1.7077 -2.7864 0.0037 -0.0752 -0.0370
H 1.7275 1.7341 -4.2175 -0.0172 0.0204 0.0070
H 4.4167 4.9143 -0.6041 0.0007 -0.0070 0.0173
H 4.5278 5.1668 1.8411 -0.0141 -0.0076 -0.0111
H 2.8829 4.0097 3.2888 -0.0044 0.0083 -0.0222
H 1.1107 2.6186 2.2601 -0.0218 -0.0628 0.0195
H 0.9891 2.3666 -0.1685 -0.1116 -0.0489 -0.0497
H 4.2697 -2.1776 -1.4646 0.0124 0.0183 -0.0007
H 6.7107 -2.0826 -1.8453 -0.0063 0.0060 0.0007
H 7.9844 -0.0626 -1.2028 -0.0135 -0.0003 0.0037
H 6.8141 1.8490 -0.1517 -0.0041 -0.0097 -0.0042
H 4.3796 1.7382 0.2553 0.0156 -0.0062 -0.0002
N -0.1097 -1.6564 -5.4436 -0.0397 0.0276 -0.0644
C -0.8264 -0.4940 -5.6056 0.0443 -0.0571 0.0302
C -0.8687 0.0812 -4.3760 0.0423 -0.1261 -0.0027
N -0.1874 -0.7138 -3.4742 -0.2804 0.5054 0.2418
C 0.2505 -1.7499 -4.1502 0.0031 -0.0607 0.0426
H 0.1061 -2.3250 -6.1634 0.0085 -0.0062 0.0155
H -1.2305 -0.1883 -6.5546 0.0230 -0.0267 0.0297
H -1.3399 1.0024 -4.0813 0.0202 -0.0230 0.0116
H 0.8229 -2.5711 -3.7489 -0.0097 0.0287 -0.0115
```
Forces are in eV/Å.

Calculated values
⟨S²⟩ = 0.823
2S+1 = 2
Total charge = +1
Max |F| = 1.83 eV/Å
Molecular weight = 1017.59 g/mol
Electronic energy = -4876.888591 Eh
HOMO-LUMO gap (spin up / spin down) = 6.82 / 6.85 eV